Entry 1:
{
  "formula": "C15H35N7OReS4",
  "method": "ωB97M-V/def2-TZVPD",
  "charge": 2,
  "e_tot_ha": -2721.5850,
  "orbital_gap_ev": [7.59, 6.52],
  "relative_energy_kcal_mol": 58.93,
  "spin_multiplicity": 2,
  "lumo_ev": [-5.3, -6.3],
  "species": ["Re", "C", "C", "S", "C", "C", "S", "C", "C", "S", "H", "H", "H", "H", "H", "H", "H", "H", "H", "H", "H", "H", "C", "N", "C", "C", "N", "N", "C", "N", "N", "H", "H", "H", "H", "H", "H", "H", "H", "H", "H", "H", "O", "C", "N", "C", "C", "S", "N", "C", "C", "H", "H", "H", "H", "H", "H", "H", "H", "H", "H", "H", "H"],
  "xyz": [[0.287, -0.114, 0.302], [1.789, -3.027, -0.480], [2.965, -2.363, 0.214], [2.765, -0.540, 0.308], [3.180, -0.410, 2.097], [2.095, -0.973, 3.030], [0.291, -0.537, 2.717], [-0.364, -2.239, 2.894], [0.155, -3.185, 1.824], [0.134, -2.505, 0.109], [1.783, -2.818, -1.550], [1.831, -4.112, -0.369], [3.087, -2.753, 1.222], [3.879, -2.598, -0.332], [4.125, -0.935, 2.254], [3.351, 0.641, 2.290], [2.141, -2.060, 3.022], [2.298, -0.649, 4.049], [-0.148, -2.654, 3.880], [-1.450, -2.140, 2.826], [1.181, -3.487, 2.020], [-0.448, -4.092, 1.801], [-4.706, 0.497, -1.649], [-3.773, 0.987, -0.620], [-4.370, 1.137, 0.706], [-2.470, 0.600, -0.656], [-1.790, 0.169, 0.357], [-1.899, 0.771, -1.915], [-0.634, 0.624, -2.445], [-0.584, 1.035, -3.746], [0.383, 0.186, -1.778], [-5.668, 0.973, -1.483], [-4.829, -0.587, -1.585], [-4.383, 0.756, -2.654], [-5.301, 1.687, 0.602], [-3.707, 1.714, 1.348], [-4.591, 0.172, 1.176], [-2.306, 0.140, 1.226], [-2.441, 1.427, -2.460], [-1.350, 0.740, -4.337], [0.300, 0.880, -4.211], [1.254, 0.178, -2.295], [1.385, 0.857, 1.475], [-1.981, 4.425, 1.557], [-1.347, 4.929, 0.352], [-2.219, 5.755, -0.479], [-0.237, 4.341, -0.152], [0.302, 2.782, 0.377], [0.489, 5.074, -1.012], [1.505, 4.457, -1.852], [0.653, 6.521, -0.856], [-2.520, 5.247, 2.029], [-1.231, 4.047, 2.245], [-2.693, 3.625, 1.333], [-3.164, 5.226, -0.634], [-1.762, 5.940, -1.446], [-2.437, 6.709, 0.002], [1.187, 3.462, -2.145], [2.462, 4.387, -1.331], [1.630, 5.073, -2.742], [0.008, 6.894, -0.069], [0.428, 7.041, -1.787], [1.691, 6.726, -0.586]],
  "atomic_forces_ev_per_a": [[3.2864, 0.5566, 3.4790], [-0.0145, -0.0344, -0.1015], [0.0065, 0.0084, -0.4045], [0.0354, -1.4803, 0.3564], [-0.3473, 0.0440, 0.1013], [-0.0618, -0.2118, -0.1625], [0.6211, -1.5071, -0.2994], [-0.1760, 0.1106, -0.0749], [-0.1312, -0.1186, 0.0434], [0.1153, -0.1175, 0.0816], [-0.0641, 0.0494, 0.0121], [-0.0342, 0.0002, -0.0011], [0.0119, 0.0720, 0.0256], [-0.0306, -0.0382, -0.0281], [-0.0985, -0.1958, -0.0756], [0.1188, -0.0218, -0.0241], [-0.0239, 0.0014, 0.1651], [0.0033, 0.0584, -0.0171], [0.0557, 0.0472, 0.0028], [-0.0001, -0.0004, -0.0034], [0.0066, -0.0011, -0.0362], [-0.0008, 0.0076, -0.0650], [0.0424, 0.0981, -0.0910], [-0.0119, -0.1234, 0.3419], [-0.0050, -0.0978, 0.0020], [-0.0157, 0.1534, -0.2794], [0.4880, 0.2047, -0.7066], [-0.1060, 0.2412, -0.0978], [-0.2334, -0.0180, -0.1275], [0.2581, -0.3745, -0.1170], [-0.7576, 0.2085, 0.4674], [0.0096, 0.0129, -0.0109], [-0.0202, 0.0037, 0.0214], [-0.0033, -0.0043, 0.0001], [0.0041, 0.0008, 0.0017], [-0.0148, -0.0037, -0.0021], [-0.0257, -0.0060, -0.0172], [-0.0611, -0.2446, -0.0604], [-0.0638, -0.1093, -0.0684], [-0.1226, 0.2112, 0.0590], [0.0356, 0.1375, 0.0357], [-0.0367, -0.2146, -0.0362], [-2.3523, 1.7469, -1.8305], [-0.0127, -0.0041, 0.0025], [-0.0291, -0.1252, 0.0107], [0.0769, 0.1038, 0.0468], [-0.1992, -0.2602, -0.1482], [-0.1380, 1.2389, -0.3164], [0.0599, -0.0630, -0.0222], [0.0315, 0.0441, 0.0170], [-0.0876, 0.0067, -0.0731], [-0.0124, -0.0040, -0.0135], [-0.0009, -0.0179, -0.0103], [0.0039, 0.0207, -0.0139], [-0.0138, 0.0108, 0.0219], [-0.0179, -0.0042, 0.0007], [0.0102, 0.0065, -0.0115], [0.0147, -0.0093, 0.0243], [-0.0013, -0.0246, 0.0063], [0.0046, 0.0162, 0.0142], [0.0385, 0.0079, 0.0139], [-0.0193, 0.0081, 0.0100], [0.0065, -0.0030, -0.0177]],
  "mulliken_spin": [0.53, 0.01, 0.00, 0.04, 0.00, 0.00, 0.02, 0.00, 0.00, -0.01, 0.00, 0.00, 0.00, 0.00, 0.00, 0.00, 0.00, 0.00, 0.00, 0.00, 0.00, 0.00, 0.00, 0.01, 0.00, 0.03, -0.01, 0.00, 0.03, 0.01, -0.01, 0.00, 0.00, 0.00, 0.00, 0.00, 0.00, 0.01, 0.00, 0.00, 0.00, 0.01, 0.33, 0.00, 0.00, 0.00, 0.00, 0.00, 0.00, 0.00, 0.00, 0.00, 0.00, 0.00, 0.00, 0.00, 0.00, 0.00, 0.00, 0.00, 0.00, 0.00, 0.00]
}


Entry 2:
{
  "formula": "C30H44N2O6P2Pt",
  "method": "ωB97M-V/def2-TZVPD",
  "charge": 2,
  "e_tot_ha": -2531.5127,
  "orbital_gap_ev": [6.61, 3.61],
  "relative_energy_kcal_mol": 45.76,
  "spin_multiplicity": 5,
  "lumo_ev": [-7.0, -10.4],
  "species": ["Pt", "C", "C", "C", "C", "C", "C", "H", "H", "H", "C", "H", "H", "H", "C", "H", "H", "H", "C", "H", "H", "H", "C", "H", "H", "H", "C", "C", "C", "C", "C", "C", "C", "C", "H", "H", "H", "H", "H", "H", "H", "H", "H", "H", "H", "H", "P", "C", "C", "P", "C", "C", "C", "H", "H", "H", "H", "H", "H", "H", "H", "H", "H", "H", "H", "H", "H", "O", "C", "O", "C", "C", "C", "C", "C", "C", "N", "O", "O", "N", "O", "O", "H", "H", "H"],
  "xyz": [[-1.637, -0.033, 0.084], [-2.018, 1.819, -1.253], [-2.661, 1.781, 0.093], [-0.707, 3.064, 0.204], [-0.860, 2.655, -1.146], [-1.765, 2.566, 0.976], [-2.675, 1.428, -2.519], [-3.563, 0.821, -2.319], [-1.986, 0.849, -3.152], [-2.967, 2.321, -3.088], [0.006, 3.026, -2.277], [-0.498, 2.854, -3.235], [0.900, 2.382, -2.247], [0.360, 4.066, -2.218], [0.409, 3.873, 0.741], [0.679, 4.715, 0.095], [1.293, 3.224, 0.813], [0.181, 4.237, 1.748], [-2.012, 2.833, 2.407], [-2.202, 3.902, 2.589], [-1.137, 2.557, 3.021], [-2.882, 2.266, 2.761], [-4.134, 1.700, 0.286], [-4.588, 2.677, 0.082], [-4.370, 1.422, 1.320], [-4.565, 0.964, -0.398], [-1.149, -5.051, -0.336], [-2.447, -4.769, -0.539], [-3.551, -5.271, 0.342], [-3.342, -5.074, 1.867], [-2.422, -3.952, 2.267], [-1.119, -4.152, 2.518], [-0.344, -5.377, 2.138], [-0.622, -5.981, 0.732], [-3.718, -6.351, 0.175], [-2.991, -6.024, 2.304], [-4.479, -4.765, 0.040], [-1.285, -6.853, 0.848], [-0.381, -4.722, -1.053], [-2.778, -4.318, -1.471], [0.347, -6.364, 0.365], [0.725, -5.113, 2.205], [-0.519, -3.469, 3.124], [-0.500, -6.177, 2.885], [-4.336, -4.870, 2.304], [-2.903, -2.980, 2.414], [-0.375, -1.514, -1.100], [1.107, -0.991, -1.952], [-1.424, -2.326, -2.326], [-0.419, -0.984, 1.724], [0.149, -2.294, 0.513], [-1.268, -1.018, 3.335], [1.141, -0.180, 2.165], [1.576, -0.130, -1.380], [0.830, -0.637, -2.953], [1.820, -1.823, -2.013], [-1.146, -3.377, -2.472], [-1.310, -1.783, -3.279], [-2.469, -2.241, -1.999], [1.735, -0.889, 2.761], [0.917, 0.722, 2.749], [1.708, 0.107, 1.268], [1.227, -2.473, 0.574], [-0.404, -3.222, 0.651], [-0.789, -0.268, 3.983], [-1.212, -2.000, 3.809], [-2.324, -0.743, 3.209], [3.919, 0.394, 0.191], [3.221, 1.256, -0.370], [1.947, 1.206, -0.585], [3.916, 2.510, -0.851], [3.200, 3.672, -1.153], [3.854, 4.833, -1.590], [5.243, 4.846, -1.781], [5.961, 3.669, -1.505], [5.310, 2.515, -1.020], [7.376, 3.616, -1.752], [7.940, 4.644, -2.180], [7.974, 2.542, -1.531], [3.065, 6.013, -1.825], [1.820, 5.945, -1.649], [3.645, 7.054, -2.189], [2.124, 3.659, -1.049], [5.751, 5.734, -2.143], [5.879, 1.620, -0.784]],
  "atomic_forces_ev_per_a": [[-0.3676, -0.6875, 0.1683], [-0.7674, 0.9164, 1.0984], [0.4590, 2.3153, -0.8946], [1.3634, 0.6183, 0.6003], [0.3511, -0.3664, -1.2199], [-1.2503, -0.5135, 0.0139], [0.0165, -0.4846, -0.1245], [0.1171, 0.1515, -0.2179], [-0.1714, 0.2051, 0.0529], [0.0173, -0.0920, 0.0951], [-0.1729, 0.0448, -0.2693], [0.1197, 0.1391, 0.1862], [0.0063, 0.0116, 0.1021], [-0.1140, -0.2338, -0.0003], [-0.5751, 0.0386, 0.2931], [-0.0264, -0.1011, -0.0325], [0.0160, -0.1114, -0.1161], [0.0627, 0.0034, -0.2040], [-0.1787, -0.2251, 0.2592], [0.0679, -0.2164, -0.0514], [-0.2030, 0.1445, -0.1780], [0.2507, 0.2205, 0.0054], [-0.1396, -0.6044, 0.3309], [0.0588, -0.0862, -0.0023], [-0.1371, 0.0400, -0.2665], [-0.1638, 0.1556, 0.1986], [-0.2892, -0.2235, -0.4042], [0.6137, -0.8443, -0.0748], [-0.4950, -0.0071, 0.0702], [-0.2824, -0.1972, -0.2458], [0.3618, -0.1733, 0.3172], [-0.5537, -0.2386, 0.4826], [0.3468, -0.3240, 0.2991], [0.2748, -0.2119, 0.0372], [0.0371, 0.4245, -0.1293], [-0.0394, 0.4813, -0.0646], [0.1974, -0.2038, 0.0695], [0.1183, 0.3732, -0.1970], [-0.4465, -0.0849, 0.1315], [0.1834, 0.1512, 0.2372], [-0.5071, -0.0487, 0.1757], [-0.3423, -0.1597, 0.0231], [-0.1959, 0.0867, -0.5493], [0.1267, 0.2960, -0.2118], [0.4510, -0.1752, -0.0447], [0.1939, -0.2148, 0.3732], [1.7149, 0.1500, -1.4283], [-0.0915, 0.0064, 0.0500], [-0.5454, -0.3840, 0.0546], [1.7642, 0.9587, 1.0339], [-0.8404, -0.2615, 0.0287], [-0.6147, -0.5322, 0.3388], [-0.0667, 0.2055, -0.3372], [-0.2488, -0.4953, -0.1302], [0.0776, -0.2086, 0.1341], [-0.0995, 0.0996, -0.0671], [-0.1082, 0.2678, -0.0561], [0.1482, -0.0913, 0.4655], [0.2911, -0.2806, -0.2338], [-0.1268, 0.1891, -0.0250], [0.1408, -0.2535, -0.0199], [-0.0501, -0.1317, 0.1181], [0.0131, 0.3141, -0.0664], [-0.1374, 0.0854, -0.0426], [0.0148, -0.2782, -0.3912], [-0.1385, 0.3278, 0.1362], [0.3131, -0.2246, 0.0259], [-1.1852, 0.5802, -0.5719], [0.7558, -0.4192, 0.4993], [0.2940, 0.4880, 0.4813], [0.5742, 0.8548, -0.4353], [0.3401, -0.0487, -0.0898], [0.8190, -1.5183, 0.4429], [-0.0697, -0.2656, 0.0629], [-2.2279, -0.2470, 0.3443], [0.1312, 0.5187, -0.1704], [3.3850, -0.0046, -0.5301], [-1.3699, -1.8520, 0.8305], [-1.4097, 1.9823, -0.3574], [-0.8333, 2.8068, -0.7311], [1.9640, -0.0657, -0.2224], [-1.2629, -2.4284, 0.8298], [0.4181, 0.1197, -0.0890], [-0.0604, -0.1555, 0.0723], [-0.0650, 0.2037, -0.0757]],
  "mulliken_spin": [1.06, 0.36, 0.44, 0.38, 0.41, 0.13, -0.05, 0.01, 0.02, 0.02, 0.06, 0.01, 0.04, 0.01, 0.03, 0.01, 0.04, 0.00, -0.04, 0.03, 0.03, 0.00, -0.03, 0.03, 0.01, 0.00, 0.00, 0.00, 0.00, 0.00, 0.01, 0.01, 0.00, 0.00, 0.00, 0.00, 0.00, 0.00, 0.00, 0.00, 0.00, 0.00, -0.01, 0.00, 0.00, -0.01, 0.25, 0.04, 0.03, 0.23, 0.22, 0.03, 0.02, -0.01, 0.00, 0.02, 0.01, 0.00, 0.00, 0.01, 0.00, -0.01, 0.02, -0.03, 0.00, 0.00, 0.02, 0.01, 0.01, 0.07, 0.00, 0.00, 0.00, 0.00, 0.00, 0.00, 0.00, 0.00, 0.00, 0.00, 0.00, 0.00, 0.00, 0.00, 0.00]
}